1.
C21H31AuClN2O5S | ωB97M-V/def2-TZVPD

```
62
Properties=species:S:1:pos:R:3:forces:R:3
Au -0.213724 -0.317942 0.041721 0.099 0.328 -0.019
Cl 0.852872 -2.475744 -0.150773 0.435 -0.721 -0.058
N 0.242632 -0.250828 2.077257 1.142 1.087 0.324
N -0.517298 -0.307658 -2.022849 1.001 1.082 -0.813
C 1.430135 0.059726 2.562392 -1.723 -0.850 -1.022
C 0.421015 -0.042993 -2.913495 -1.333 -0.818 1.648
C -0.581099 -0.885109 3.127012 0.267 0.051 -0.048
C 0.506203 -1.357935 4.080916 1.034 -0.137 -0.097
C -1.453945 -1.988190 2.564784 0.060 -0.216 0.162
C -1.449149 0.158498 3.812986 -0.107 0.228 0.000
H -0.843371 -2.707053 2.015324 -0.128 -0.037 0.019
H -2.192783 -1.546928 1.890799 0.066 -0.070 0.037
H -1.982046 -2.479854 3.392630 0.064 -0.019 -0.180
H -0.828966 0.933330 4.275163 -0.105 -0.007 -0.075
H -2.044696 -0.331880 4.591627 0.053 0.048 -0.015
H -2.114654 0.627726 3.089116 0.091 0.036 0.073
C -1.676805 -0.942331 -2.683936 0.271 0.042 -0.045
C -1.018731 -1.462809 -3.953260 0.963 -0.163 -0.275
C -2.718055 0.108729 -3.036668 -0.083 0.248 0.029
C -2.305070 -2.012454 -1.814673 -0.013 -0.219 -0.150
H -1.545849 -2.728124 -1.493597 -0.128 -0.037 0.021
H -3.096040 -2.515806 -2.386954 0.131 -0.013 0.143
H -2.755455 -1.539061 -0.938392 0.057 -0.078 -0.059
H -2.294193 0.863101 -3.707504 -0.070 -0.007 0.106
H -3.072858 0.600911 -2.131516 0.060 0.032 -0.097
H -3.560122 -0.380883 -3.539151 0.053 0.050 0.002
O 0.230202 -0.673693 -4.066148 -0.744 -0.276 -1.037
H -1.584527 -1.302026 -4.878493 0.100 0.044 0.284
H -0.729969 -2.517710 -3.875307 0.048 0.176 0.012
O 1.689839 -0.538940 3.718505 -0.373 -0.301 1.261
H 0.778167 -2.408518 3.921959 0.036 0.185 -0.034
H 0.310279 -1.184794 5.145763 -0.011 0.045 -0.309
C 2.429730 1.045687 2.057390 0.242 0.209 0.065
C 1.556370 0.923534 -2.842069 0.247 0.198 -0.147
C 2.568372 0.787844 -1.726595 0.839 -0.355 -0.775
H 1.079146 1.913731 -2.712223 -0.013 0.018 -0.159
H 2.060564 0.887447 -3.816945 -0.271 0.086 0.236
C 2.170163 1.128991 -0.427410 -1.310 0.063 0.222
C 2.996968 0.853990 0.670275 1.050 -0.328 0.460
H 1.237990 1.688762 -0.277976 0.187 0.040 -0.024
C 4.338556 0.530755 0.449668 -0.938 -0.078 0.366
C 4.767933 0.323241 -0.868233 0.404 0.400 -0.073
C 5.349385 0.480303 1.567057 0.069 -0.227 0.120
C 3.907032 0.464333 -1.966010 -1.057 -0.087 -0.052
H 5.806005 0.075336 -1.046724 0.136 0.067 -0.027
C 4.468668 0.346478 -3.360378 0.017 -0.231 -0.115
H 5.542717 0.134504 -3.319927 -0.172 -0.009 0.002
H 4.346318 1.287423 -3.916271 -0.010 -0.174 0.059
H 3.988351 -0.455056 -3.936523 0.094 0.147 0.032
H 5.423641 1.451012 2.078007 -0.038 -0.169 -0.042
H 6.343265 0.251318 1.167836 -0.153 -0.007 0.054
H 5.105300 -0.281934 2.318021 0.063 0.138 -0.069
H 3.240801 1.078614 2.796607 -0.330 0.066 -0.120
H 1.897214 2.015250 2.051076 0.050 0.042 0.144
C -4.178457 2.190310 0.698930 -0.220 0.229 -0.092
S -2.418713 1.977159 0.434611 0.352 -2.006 0.418
O -2.070800 2.519072 -0.868673 -0.198 0.122 0.647
O -1.716066 2.508131 1.601661 -0.567 -0.062 -0.905
O -2.376479 0.430518 0.422297 -0.058 2.098 -0.032
H -4.378135 3.127304 1.224142 0.121 -0.092 -0.115
H -4.532420 1.339005 1.286202 0.128 0.222 -0.046
H -4.672614 2.195914 -0.277841 0.123 -0.033 0.184
```
Forces are in eV/Å.

Calculated values
2S+1   3
Calculated total energy   -62548.2176 eV
E_HOMO (alpha / beta)   -0.112 / -4.712 eV
Total charge   -1
M   655.98 g mol⁻¹

---

2.
C21H31BaF5P2 | ωB97M-V/def2-TZVPD

```
60
Properties=species:S:1:pos:R:3:forces:R:3
P 0.935730 -1.524801 -2.214132 0.295 -1.031 -1.392
P 1.441243 1.652448 -1.986322 -1.121 0.055 -2.334
C 0.910347 -0.476250 -3.737492 0.158 0.183 -0.208
C 1.813070 0.742211 -3.585543 0.204 0.489 0.515
H -0.131893 -0.176900 -3.911378 0.199 0.074 0.115
H 1.201208 -1.065185 -4.614196 0.009 0.006 0.072
H 2.879157 0.470712 -3.537467 -0.226 -0.120 -0.129
H 1.701143 1.467382 -4.402913 0.026 -0.163 0.070
C -0.191664 2.342827 -2.442948 -0.279 0.343 -0.006
H -0.514191 3.054108 -1.673098 0.011 -0.113 -0.155
H -0.964460 1.567118 -2.493491 0.253 0.049 0.162
H -0.154074 2.859831 -3.417355 0.111 -0.158 0.334
C 2.536152 3.100052 -2.202910 0.005 0.421 -0.162
H 2.173970 3.688535 -3.056727 0.241 0.015 0.208
H 3.568957 2.784229 -2.412262 -0.233 0.105 0.124
H 2.517158 3.733107 -1.301499 0.079 -0.071 -0.322
C -0.352043 -2.707565 -2.845574 -0.173 -0.323 0.212
H -0.641180 -3.399276 -2.045551 0.011 0.124 -0.196
H 0.000866 -3.296901 -3.712677 0.020 0.364 0.358
H -1.254727 -2.162570 -3.155192 0.291 -0.112 0.141
C 2.420347 -2.564709 -2.586521 0.202 -0.219 -0.045
H 3.331408 -1.951835 -2.612297 -0.147 -0.094 -0.016
H 2.334044 -3.122210 -3.537505 0.016 0.319 0.345
H 2.547947 -3.290557 -1.772675 -0.020 0.136 -0.165
Ba 2.664778 0.916667 0.520298 -0.145 -1.396 3.503
C -2.326004 0.954838 0.214598 -0.032 -0.347 -0.588
C -3.048353 0.388243 -0.754717 0.053 0.816 -0.480
C -3.241277 -1.078178 -1.025998 -0.365 -0.153 -0.306
C -3.380733 -1.981359 0.233603 -1.016 0.327 -0.230
C -2.210345 -2.841462 0.526118 0.616 -0.072 0.234
C -0.977670 -2.343268 0.598722 0.514 -0.196 0.081
C -0.532755 -0.901537 0.550813 0.018 0.869 -0.213
C -1.392495 0.219117 1.132761 -0.610 0.766 0.133
C 2.453044 -1.078982 2.458249 0.192 0.477 -0.921
H -2.376067 2.046819 0.326337 0.039 -0.392 -0.068
H -3.570759 1.051601 -1.466815 0.065 -0.252 0.514
H -2.450765 -1.485182 -1.689445 -0.396 0.227 0.381
H -4.186923 -1.125257 -1.609740 0.553 -0.222 0.299
H -3.577349 -1.351273 1.112906 -0.179 -0.087 -0.260
H -4.274111 -2.606069 0.076033 0.291 0.147 0.218
H -2.398767 -3.897489 0.748013 0.240 0.284 -0.303
H -0.131135 -3.017935 0.740165 -0.268 -0.109 0.187
H -0.305935 -0.585444 -0.490608 -0.169 -0.281 0.786
H 0.420209 -0.853428 1.126283 -0.324 -0.214 -0.314
H -1.942337 -0.093309 2.011624 -0.051 -0.251 -0.007
H -0.722143 0.981649 1.565792 -0.156 -0.532 -0.331
H 3.524991 -0.923810 2.712082 -0.233 -0.426 0.295
H 2.233804 -2.136215 2.254008 0.381 0.060 0.049
H 1.805014 -0.760685 3.292908 0.450 0.018 -0.456
F -1.576097 -0.102455 3.937699 -0.136 0.385 -0.123
C -0.748712 0.967090 4.169149 0.792 0.855 1.059
C 0.357342 1.233535 3.387017 0.790 0.123 0.151
C 1.344560 2.023902 3.933173 -2.159 -0.344 1.615
F 2.575012 2.195883 3.276273 -0.298 0.214 -0.143
C 1.190261 2.571444 5.227287 0.616 -0.425 -0.548
F 2.275238 3.099779 5.840907 -0.282 0.398 0.201
C -0.029045 2.452403 5.929140 0.048 -0.103 -0.686
F -0.246949 3.070539 7.117424 0.368 -0.282 -0.607
C -1.034409 1.660992 5.366388 0.291 -0.042 -0.902
F -2.271615 1.605053 5.909296 0.566 -0.120 0.254
```
Forces are in eV/Å.

Calculated values
Calculated total energy   -55131.7806 eV
Energy relative to the best compared isomer or geometry (same formula, charge and spin)   222.7 kJ/mol
E_HOMO   -6.390 eV
Total charge   0
M   577.75 g mol⁻¹

---

3.
C21H31Br2N7O2SSeW | ωB97M-V/def2-TZVPD

```
66
Properties=species:S:1:pos:R:3:forces:R:3
W 0.237742 0.577828 0.623363 0.298 -0.422 -0.229
N 1.373035 1.950744 -0.769929 0.164 -0.048 -0.111
C 0.922269 3.324926 -1.135674 0.154 0.002 -0.045
C -0.511737 3.356400 -1.629186 -0.020 -0.083 -0.073
C -1.518964 3.267500 -0.500350 -0.077 -0.019 0.117
N -1.517419 1.937184 0.165437 -0.153 -0.279 -0.048
H 2.313601 2.033421 -0.377767 -0.117 -0.037 -0.156
H 1.497509 1.392289 -1.614981 -0.034 0.252 0.098
H 1.608747 3.714153 -1.891330 -0.091 -0.028 0.008
H 1.042399 3.950902 -0.250560 -0.027 0.050 -0.035
H -0.682792 2.550775 -2.347539 0.012 0.035 0.001
H -0.672253 4.289102 -2.170152 0.001 0.054 0.068
H -2.530026 3.485062 -0.850633 0.080 -0.013 -0.054
H -1.289080 4.012681 0.264183 -0.009 0.050 -0.052
H -2.022166 1.264136 -0.416383 0.049 0.229 0.009
H -2.049681 1.995703 1.035695 0.062 -0.015 -0.173
Br 5.629142 -2.899445 2.842478 0.140 -0.107 0.043
C 4.113410 -1.985794 2.287730 -0.140 0.202 -0.028
C 3.039439 -2.660962 1.725926 -0.141 0.064 -0.082
C 1.943645 -1.933334 1.299864 0.219 0.006 0.142
N 1.864417 -0.605912 1.440442 0.335 0.085 0.159
C 2.887832 0.040761 2.044634 -0.154 0.355 0.109
C 4.036034 -0.604310 2.455773 -0.209 -0.248 -0.100
C 2.622990 1.478833 2.322599 -0.136 -0.341 -0.059
C 3.448335 2.273263 3.096949 -0.259 0.179 -0.060
C 3.024499 3.560397 3.419204 -0.067 -0.219 -0.121
Br 4.106874 4.656418 4.448756 0.092 0.134 0.109
C 1.775771 3.997582 2.986661 -0.107 -0.153 -0.117
C 1.012115 3.147784 2.210437 0.393 0.026 0.178
N 1.436892 1.926192 1.854604 0.094 0.134 0.177
H 3.048325 -3.734242 1.611833 0.037 -0.033 0.001
H 1.086801 -2.400615 0.845060 0.053 -0.016 -0.009
H 4.849006 -0.070168 2.918654 0.050 0.031 0.022
H 4.386472 1.901094 3.475400 0.046 0.010 0.010
H 1.395858 4.972793 3.249177 0.022 0.051 0.041
H 0.031886 3.441292 1.863394 0.012 -0.011 0.043
C 0.588954 -1.185040 -3.299118 -0.045 0.124 -0.050
C 0.214032 -0.497561 -2.023762 0.139 0.081 0.225
O 1.058184 -0.587075 -1.031607 -0.743 0.107 0.105
O -0.801223 0.193609 -1.889941 0.008 -0.128 -0.523
H 1.147945 -2.096604 -3.106324 0.014 -0.026 -0.016
H 1.241048 -0.522259 -3.871301 0.025 0.028 0.001
H -0.296587 -1.373558 -3.897956 0.033 0.018 -0.034
Se -2.052436 0.388978 4.947757 0.133 0.030 -0.291
C -1.260485 0.481568 3.416052 -0.018 -0.002 0.205
N -0.708801 0.557276 2.362307 -0.186 -0.025 0.612
C -4.275971 -3.039692 -1.675352 -0.050 0.030 0.102
N -3.432854 -1.945180 -1.177821 -0.102 0.031 -0.004
C -4.160981 -0.720573 -0.863544 -0.045 0.014 0.033
C -2.179285 -2.146012 -0.767357 -0.058 -0.084 -0.037
S -1.640980 -1.314825 0.677812 0.212 0.088 -0.158
N -1.460044 -3.069482 -1.407940 0.185 0.048 0.035
C -0.287689 -3.715218 -0.834621 -0.037 -0.005 0.045
C -1.731606 -3.464962 -2.789729 0.078 0.010 -0.078
H -5.204746 -3.016623 -1.106167 -0.005 -0.032 -0.032
H -3.789454 -3.992813 -1.496481 -0.086 -0.002 0.012
H -4.505676 -2.929752 -2.735215 -0.025 -0.018 0.031
H -5.054014 -0.707920 -1.485702 0.019 0.054 0.036
H -3.556402 0.145348 -1.127544 -0.052 -0.034 0.052
H -4.450252 -0.687165 0.188375 0.002 0.059 -0.069
H -0.335885 -3.684631 0.252270 -0.036 -0.033 -0.105
H 0.626082 -3.239868 -1.196231 0.031 -0.016 0.092
H -0.289543 -4.752442 -1.162951 0.027 -0.070 0.060
H -2.372436 -2.731343 -3.271869 0.081 -0.030 -0.002
H -2.192253 -4.450240 -2.845322 0.001 -0.011 -0.031
H -0.777567 -3.500370 -3.314490 -0.073 -0.078 0.001
```
Forces are in eV/Å.

Calculated values
2S+1   3
Calculated total energy   -254887.2965 eV
E_HOMO (alpha / beta)   -12.811 / -13.171 eV
Total charge   +2
M   868.20 g mol⁻¹